No. 1
{"formula": "C47H40NP2S5Ti", "method": "ωB97M-V/def2-TZVPD", "total_charge": -1, "elements": ["H", "C", "C", "C", "N", "C", "H", "H", "H", "C", "C", "C", "H", "C", "C", "H", "H", "S", "P", "C", "H", "C", "C", "H", "C", "H", "C", "C", "C", "C", "H", "C", "C", "P", "H", "H", "H", "C", "H", "C", "H", "C", "C", "C", "H", "H", "H", "C", "H", "H", "C", "H", "C", "Ti", "C", "H", "H", "H", "H", "C", "H", "H", "H", "H", "H", "H", "S", "H", "C", "C", "C", "C", "C", "H", "H", "H", "C", "C", "C", "C", "S", "S", "H", "H", "C", "C", "C", "C", "H", "C", "C", "S", "C", "C", "C", "H"], "positions_angstrom": [[3.350779, 6.899651, -4.982427], [-4.718006, -3.779452, -0.010444], [5.252442, 4.673903, -3.266124], [-4.882698, 1.962976, 5.612291], [0.225155, -0.688005, -3.074716], [-1.247455, -3.587235, 2.090788], [1.112910, -5.411722, 0.491330], [3.041254, 2.976731, 3.107714], [-7.687859, -3.688059, -1.645699], [3.639323, 1.833027, -1.579805], [-5.833702, -4.228009, -0.706617], [0.219532, 1.523029, 5.286416], [-3.950336, -4.485079, 0.281744], [-1.409440, -3.301132, -0.286475], [-3.916321, 2.876587, 5.205790], [0.301450, -4.905802, 2.771430], [6.290633, 4.396961, -3.139263], [3.256948, -1.226705, 0.702902], [-1.250018, 0.474801, 3.141642], [-4.742160, 0.623036, 5.288769], [-2.061165, 3.161932, 4.177117], [1.300331, 2.149024, 5.887342], [-0.349152, -4.172180, -0.469381], [-0.650445, 1.363626, 0.984590], [-2.628135, -0.365709, 0.197403], [0.023537, -4.369357, -1.464620], [8.229316, 2.285395, 0.448858], [-1.501532, -0.258244, -5.163970], [2.604340, 5.353804, -3.681920], [2.765975, 0.935284, -1.433152], [1.563091, 5.609640, -3.839305], [-0.805719, -1.464433, -5.065079], [2.318926, 2.682878, 5.108970], [-3.180666, -1.759972, 1.310432], [5.777467, 0.498560, -1.065863], [5.719697, 6.265273, -4.616346], [8.297367, 4.428454, 0.526053], [-1.539157, 1.473007, 1.610524], [-3.188545, -0.426580, -0.737446], [-2.818252, 2.446764, 4.478778], [-2.849931, 1.750618, -0.033482], [-1.865476, -2.991620, 0.996985], [-6.689388, -1.990913, -0.784809], [5.851307, 2.638736, -1.020201], [1.145971, 1.870516, 2.048028], [-7.455508, -1.285660, -1.083067], [-5.492142, -0.093672, 5.599869], [0.265157, -4.754952, 0.633449], [-0.567931, 1.109023, 5.906353], [-4.019738, 3.924762, 5.458647], [-4.569871, -2.431108, 0.304189], [-5.741818, 2.298722, 6.179991], [0.054628, -1.634887, -4.003023], [1.424430, -0.362238, -1.223463], [7.505911, 1.186140, 0.001357], [3.167753, 3.165627, 5.576681], [7.854704, 0.182844, 0.214961], [0.636815, -2.538348, -3.872832], [-5.492222, -0.493703, 0.162054], [4.259475, 3.944380, -2.600431], [-3.532382, -0.848484, 4.291938], [-2.178919, -0.089399, -5.992413], [-1.576780, -3.328590, 3.090380], [1.348892, 2.215462, 6.967519], [-3.667433, 1.123741, 1.392059], [-5.925546, -5.280178, -0.947192], [1.228389, -1.055137, 1.055197], [9.143947, 2.150015, 1.012582], [2.246680, 2.581492, 3.728197], [1.160571, 1.959571, 3.126367], [4.568710, 2.792307, -1.736165], [-0.188922, -4.469340, 1.910344], [-6.821300, -3.337673, -1.099261], [2.140107, 3.745041, -2.342917], [-1.883079, -2.844275, -1.150099], [-1.863694, 1.658604, -4.247504], [0.125388, 1.430325, 3.897138], [2.924996, 4.307730, -2.835068], [6.338665, 1.359468, -0.721880], [6.584081, 3.735015, -0.551027], [-0.141392, 1.487859, -1.789551], [3.459476, -2.975607, -0.350935], [6.215635, 4.736518, -0.731774], [-0.925261, -2.249054, -5.797854], [-3.637157, 0.195892, 4.560538], [4.927540, 5.724748, -4.111146], [3.602662, 6.077848, -4.323696], [7.756221, 3.559582, 0.169588], [-1.618807, 2.530006, 1.879313], [-2.754384, 1.039989, 0.791675], [-2.663661, 1.100135, 4.147127], [2.437346, -2.466329, -2.073795], [-1.335870, 0.716600, -4.206554], [-5.579300, -1.547117, -0.084905], [-0.464686, 0.461805, -3.139382], [-1.581397, -0.552869, -0.049502]], "forces_ev_per_angstrom": [[0.0, 0.0, 0.0], [0.0, 0.0, 0.0], [0.0, 0.0, 0.0], [0.0, 0.0, 0.0], [-0.1, -0.2, 0.1], [0.0, 0.0, 0.0], [0.0, 0.0, 0.0], [0.0, 0.0, 0.0], [0.0, 0.0, 0.0], [0.0, 0.0, 0.0], [0.0, 0.0, 0.0], [0.0, 0.0, 0.0], [0.0, 0.0, 0.0], [0.0, 0.0, 0.0], [0.0, 0.0, 0.0], [0.0, 0.0, 0.0], [0.0, 0.0, 0.0], [-0.3, 0.1, -0.2], [0.0, 0.0, 0.0], [0.0, 0.0, 0.0], [0.0, 0.0, 0.0], [0.0, 0.0, 0.0], [-0.1, 0.0, 0.0], [0.0, 0.0, 0.0], [0.0, 0.0, 0.0], [0.0, 0.0, 0.0], [0.0, 0.0, 0.0], [0.0, 0.0, 0.0], [0.0, 0.0, 0.0], [0.1, 0.1, 0.0], [0.0, 0.0, 0.0], [0.0, 0.0, 0.0], [0.0, 0.0, 0.0], [0.0, 0.0, -0.1], [0.0, 0.0, 0.0], [0.0, 0.0, 0.0], [0.0, 0.0, 0.0], [0.0, 0.0, 0.0], [0.0, 0.0, 0.0], [0.0, 0.0, 0.0], [0.0, 0.0, 0.0], [0.0, 0.0, 0.0], [0.0, 0.0, 0.0], [0.0, 0.0, 0.0], [0.0, 0.0, 0.0], [0.0, 0.0, 0.0], [0.0, 0.0, 0.0], [0.0, 0.0, 0.0], [0.0, 0.0, 0.0], [0.0, 0.0, 0.0], [0.0, 0.1, 0.0], [0.0, 0.0, 0.0], [0.0, 0.1, 0.0], [0.9, 0.0, -0.1], [0.0, 0.0, 0.0], [0.0, 0.0, 0.0], [0.0, 0.0, 0.0], [0.0, 0.0, 0.0], [0.0, 0.0, 0.0], [0.0, 0.0, 0.0], [0.0, 0.0, 0.0], [0.0, 0.0, 0.0], [0.0, 0.0, 0.0], [0.0, 0.0, 0.0], [0.0, 0.0, 0.0], [0.0, 0.0, 0.0], [-0.2, 0.0, 0.0], [0.0, 0.0, 0.0], [0.0, 0.0, 0.0], [0.0, 0.0, 0.0], [0.0, 0.0, 0.0], [0.0, 0.0, 0.0], [0.0, 0.0, 0.0], [0.0, 0.0, 0.0], [0.0, 0.0, 0.0], [0.0, 0.0, 0.0], [0.0, -0.1, 0.0], [0.0, 0.0, 0.0], [0.0, 0.0, 0.0], [0.0, 0.0, 0.0], [-0.2, 0.1, 0.2], [0.0, 0.0, 0.0], [0.0, 0.0, 0.0], [0.0, 0.0, 0.0], [0.0, 0.0, 0.0], [0.0, 0.0, 0.0], [0.0, 0.0, 0.0], [0.0, 0.0, 0.0], [0.0, 0.0, 0.0], [0.0, 0.0, 0.0], [0.0, 0.0, 0.0], [0.0, -0.1, 0.1], [0.0, 0.0, 0.0], [0.0, 0.0, 0.0], [-0.1, 0.0, 0.0], [0.0, 0.0, 0.0]]}

=====

No. 2
{"formula": "C34H46Li2O18S", "method": "ωB97M-V/def2-TZVPD", "elements": ["O", "C", "C", "O", "H", "C", "C", "C", "Li", "H", "H", "O", "H", "Li", "H", "C", "H", "H", "O", "C", "C", "H", "C", "C", "H", "O", "C", "H", "O", "C", "H", "O", "H", "O", "H", "C", "H", "C", "C", "O", "O", "H", "H", "H", "H", "C", "C", "O", "H", "O", "C", "H", "C", "C", "O", "O", "C", "C", "C", "O", "H", "H", "H", "H", "H", "C", "H", "H", "H", "O", "H", "H", "C", "H", "H", "H", "H", "H", "H", "H", "C", "H", "S", "H", "O", "C", "H", "H", "C", "H", "C", "H", "C", "H", "H", "H", "C", "C", "O", "C", "C"], "positions_angstrom": [[-1.553723, 0.788931, 3.116960], [-2.437723, -1.733069, -5.404040], [-2.186723, 3.264931, 5.751960], [1.369277, 0.779931, 1.098960], [-3.772723, 1.197931, 1.997960], [-1.156723, -1.946069, -4.841040], [-0.762723, -1.220069, -3.775040], [3.681277, 3.866931, 0.272960], [2.271277, 0.272931, 2.651960], [-2.376723, 2.595931, -0.762040], [-4.924723, -1.234069, -4.621040], [-1.267723, 5.543931, 5.906960], [-1.399723, 1.245931, 2.248960], [-0.062723, 3.100931, -2.201040], [-1.781723, -0.831069, 1.244960], [-1.025723, 3.080931, 3.157960], [-2.303723, -3.688069, -2.834040], [2.592277, -3.539069, 3.025960], [-2.276723, -1.673069, 1.222960], [3.586277, 4.167931, 2.623960], [3.563277, -5.498069, -0.272040], [-2.390723, -4.159069, 2.123960], [5.003277, 4.278931, 0.240960], [3.838277, -4.166069, -0.343040], [-1.335723, 0.446931, -2.774040], [-4.531723, -0.816069, -5.327040], [-2.841723, 0.017931, -3.863040], [-3.009723, 0.516931, 0.367960], [2.977277, 3.462931, -0.873040], [-2.243723, -3.851069, -1.785040], [-0.552723, 3.042931, 2.162960], [1.608277, 1.988931, -3.070040], [-2.406723, -6.123069, -2.671040], [0.862277, -0.369069, -0.967040], [2.227277, 2.849931, -0.746040], [5.671277, 4.716931, 1.338960], [-2.922723, 4.701931, -1.141040], [-2.424723, -4.036069, 1.070960], [-0.909723, 4.335931, 3.833960], [-2.455723, -6.190069, -1.752040], [2.901277, -1.906069, -0.909040], [-4.901723, 0.145931, 1.580960], [1.261277, -2.800069, 3.804960], [-0.370723, 4.949931, 3.260960], [2.102277, 3.375931, 1.505960], [1.176277, -5.170069, -0.499040], [-1.385723, 4.393931, 5.190960], [-3.873723, 0.634931, 0.052960], [-5.231723, 1.663931, 1.027960], [0.475277, -1.310069, -3.259040], [-1.581723, 1.934931, 3.835960], [0.552277, -3.236069, -0.676040], [-4.448723, 0.980931, 1.357960], [-3.241723, -0.807069, -4.859040], [2.151277, -7.371069, -0.168040], [5.595277, 5.088931, 3.644960], [2.743277, -3.281069, -0.608040], [1.438277, -3.869069, -0.765040], [2.981277, 3.723931, 1.460960], [2.285277, -1.818069, 2.443960], [2.375277, -1.906069, 1.441960], [0.535277, -0.853069, -2.229040], [-0.794723, 6.310931, 5.653960], [2.913277, 4.344931, 3.603960], [-2.930723, 4.240931, -2.938040], [-2.194723, -2.705069, -0.944040], [0.170277, -5.449069, -0.786040], [-2.275723, -1.807069, -1.379040], [1.988277, -1.378069, -1.104040], [-2.161723, 2.981931, -1.472040], [2.729277, -8.098069, 0.348960], [-2.255723, 1.139931, 5.487960], [-3.020723, 3.918931, -1.823040], [-2.756723, -2.243069, -6.357040], [4.891277, -3.891069, -0.242040], [-3.487723, 0.802931, -3.629040], [5.599277, 4.030931, -0.763040], [5.461277, 4.602931, 4.442960], [4.467277, -6.213069, 0.037960], [2.442277, 3.198931, -4.538040], [-2.168723, -2.738069, 0.551960], [-3.978723, 3.366931, -1.778040], [0.481277, 0.719931, 0.010960], [6.674277, 5.101931, 1.333960], [-0.867723, 0.581931, 0.463960], [-1.582723, -0.199069, -3.338040], [-2.563723, -6.154069, 0.782960], [2.004277, 1.838931, -5.208040], [2.327277, 2.160931, -4.183040], [-2.403723, 3.443931, 6.669960], [-2.630723, -5.157069, 0.291960], [-0.379723, -2.758069, -5.076040], [4.919277, 4.629931, 2.531960], [1.083277, -3.471069, 2.320960], [1.402277, 1.093931, -3.056040], [3.292277, 1.981931, -3.873040], [-2.502723, -5.068069, -1.108040], [2.329277, -6.032069, -0.366040], [0.595277, 2.005931, -0.668040], [-2.037723, 2.047931, 5.122960], [1.749277, -2.945069, 2.894960]], "forces_ev_per_angstrom": [[-0.2, 0.5, -0.9], [2.6, -2.1, -1.6], [5.3, 2.2, -6.3], [3.3, -0.8, 3.9], [4.3, 2.2, 4.4], [0.5, -2.6, -1.4], [0.6, 1.9, 1.1], [-2.2, -1.8, -0.6], [-0.4, -0.6, -0.7], [-2.6, -5.0, 8.5], [-2.4, -1.4, 2.1], [-1.6, -1.5, 2.2], [0.2, -2.0, 0.1], [0.2, -1.0, 0.7], [0.7, -1.1, -1.1], [-0.5, 0.5, 2.1], [0.2, -0.3, -0.8], [1.1, -2.2, 0.8], [-1.0, 3.6, 4.3], [-0.2, 1.0, 1.7], [3.2, -2.1, 1.4], [-0.2, 0.0, 1.0], [1.2, -1.3, -4.4], [-0.9, 2.6, -0.7], [3.9, 8.0, 8.0], [0.4, 1.9, -2.2], [1.3, -0.9, -0.1], [2.4, -0.8, -0.7], [1.7, 0.8, -0.3], [-1.0, 1.1, 3.8], [-0.5, -0.4, 0.4], [-2.9, 2.4, 1.3], [0.1, 0.5, -2.2], [-0.5, 0.8, 1.2], [0.2, 0.0, 0.6], [-1.7, -0.4, 1.7], [-0.6, 2.0, 0.7], [0.6, 1.6, -0.1], [-2.5, -5.3, 2.7], [-0.4, -4.0, 0.6], [-1.2, -0.7, 0.6], [-2.6, -4.4, 2.1], [-0.7, 0.4, 1.8], [1.9, 3.4, -1.3], [-6.7, -2.5, -0.1], [1.8, -2.0, -1.5], [-1.0, -0.5, -2.4], [-0.7, 1.1, 0.3], [0.2, 0.7, 1.1], [0.7, 0.6, 2.4], [1.7, 3.1, -1.6], [0.3, 0.3, -1.0], [-3.7, 1.3, -7.5], [-0.8, -0.4, -1.0], [-0.2, -3.4, 0.8], [0.4, 1.0, -0.6], [-0.2, 0.2, -1.3], [1.0, 2.3, 2.0], [6.8, 3.2, 0.3], [0.9, 4.8, -4.1], [0.1, 0.4, 1.5], [-0.6, -1.2, -3.0], [0.9, 0.4, -1.4], [2.0, -0.7, -2.2], [0.3, -0.4, 2.0], [0.3, -3.7, 3.1], [0.0, -0.8, 0.8], [0.1, 3.4, -1.5], [2.5, -1.8, 1.0], [7.5, 1.7, -8.3], [-1.2, 3.8, -1.7], [-1.4, -2.9, 2.0], [-3.7, 0.5, -3.2], [0.3, 0.3, 1.4], [-0.5, 0.5, -0.1], [-0.7, 1.2, 0.9], [-1.5, 1.1, 2.1], [-0.6, -0.7, 0.5], [-2.1, 1.5, -0.9], [-0.5, 0.6, 1.1], [-0.7, -4.6, -6.5], [-0.5, 1.3, 0.0], [-0.7, 0.3, -3.6], [0.2, -0.1, 0.1], [-2.5, -0.8, 0.6], [-4.4, -6.4, -6.9], [-0.5, 0.8, -0.6], [0.0, -1.3, 1.3], [1.2, 2.7, -4.2], [-2.0, 0.5, 5.9], [1.2, -0.3, -0.7], [-1.6, 1.2, -0.4], [0.3, 0.3, 1.0], [-1.7, -0.8, -2.2], [-0.8, -2.9, 0.7], [2.7, -1.3, -0.5], [0.7, 2.7, 1.0], [-1.7, -0.6, 1.2], [-0.1, 1.6, -1.3], [0.0, 2.0, -1.5], [0.5, -2.1, 2.0]]}

=====

No. 3
{"formula": "C5H14", "method": "ωB97M-V/def2-TZVPD", "smiles": "CCC.CC", "elements": ["H", "H", "H", "H", "H", "C", "H", "H", "C", "C", "H", "H", "H", "C", "H", "H", "H", "C", "H"], "positions_angstrom": [[-3.095283, -0.815209, -0.793762], [-2.040651, 0.493868, -2.663483], [-0.483929, 0.239426, -1.889046], [2.636397, 1.820884, 0.019054], [3.552371, 1.534410, 1.463952], [2.817300, 1.086444, 0.792588], [-0.193970, -1.602777, -0.163207], [-1.833909, 1.084929, -1.040791], [1.524544, 0.788097, 1.583502], [-1.239640, -1.414191, 0.119921], [-2.120585, -1.845687, -1.837706], [3.272750, 0.174385, 0.426224], [1.688224, -0.101830, 2.181348], [-2.066227, -1.043464, -1.103945], [-1.575075, -2.341302, 0.593349], [0.691893, 0.689556, 0.894660], [-1.278170, -0.622197, 0.858037], [-1.552503, 0.273242, -1.710814], [1.296461, 1.601416, 2.270117]], "forces_ev_per_angstrom": [[0.1, -0.4, 0.0], [0.0, -0.1, 0.0], [0.3, 0.2, 0.1], [0.0, -0.1, -0.4], [0.1, 0.0, 0.0], [-0.2, 0.3, 1.1], [-0.2, 0.3, 0.1], [0.4, 0.1, 0.1], [0.8, 0.4, -0.3], [0.2, -0.8, -0.3], [0.2, -0.1, 0.0], [-0.1, -0.1, -0.5], [-0.4, -0.2, 0.0], [-0.3, 0.9, 0.2], [-0.2, 0.1, 0.0], [-0.2, -0.3, 0.1], [0.1, 0.1, 0.2], [-0.6, -0.4, -0.3], [-0.1, 0.1, 0.0]]}

=====

| no. | DFT total energy (eV) |
| --- | --- |
| 1 | -146751.28006 |
| 2 | -84095.34099 |
| 3 | -5411.90737 |